P) The following is a quantum chemistry calculation of one molecule with the formula C7H9NO, from OMol25.

Summary:
Lowest unoccupied orbital energy, Eh: 0.0237
SMILES: CCn1ccccc1=O
Kohn-Sham gap, eV: 8.983

Each line ends with the Mulliken charge.
Element x y z (Å)
C 2.02164 -0.95395 0.64349  -0.66
H -1.95455 -0.26375 -1.54026  0.39
C -2.36642 -0.41388 -0.61514  -1.21
C 1.72215 1.26745 -0.59495  -0.73
C 2.45300 0.07766 -0.17967  -0.01
O -0.15753 -2.21960 0.69198  -0.66
N -0.11253 0.10147 0.33054  0.02
C -1.59545 0.45051 0.46135  -0.58
H 2.47470 -1.73786 1.19309  0.39
C 0.35607 1.13437 -0.34640  -0.35
H 2.37752 1.94408 -1.02171  0.46
H -1.53272 1.54449 0.73314  0.46
H -0.24529 1.81020 -0.58349  0.64
H -2.15962 0.08445 1.39244  0.27
H -2.03625 -1.63395 -0.30179  0.23
C 0.49335 -1.08715 0.66970  0.69
H -3.29584 -0.44703 -0.30974  0.48
H 3.55777 0.34249 -0.62257  0.16


Q) The following is a quantum chemistry calculation of C7H9NO as an isolated structure, from OMol25.

Summary:
Lowest unoccupied orbital energy, Eh: 0.0199
Kohn-Sham gap, eV: 9.846

Each line ends with the Mulliken charge.
Element x y z (Å)
H -0.94388 -1.31292 2.02664  0.32
H 0.55067 0.60860 1.79891  0.35
H 1.68355 -0.62532 -2.28449  0.43
C 1.57382 -0.24943 0.22855  -0.06
H -0.39367 2.31142 -0.05274  0.38
H -2.34993 -1.35526 0.26805  0.28
H -1.76675 0.10609 -0.63160  0.29
N 1.09408 1.01785 0.89031  -0.53
H 0.15494 -1.96864 0.07112  0.40
C 1.30681 -0.18460 -1.36337  -0.59
H 2.39209 -1.05816 0.48131  0.25
C 0.33132 -0.86412 -0.30199  -0.31
C -1.56808 -0.70319 1.17057  -1.35
C 0.03189 1.23826 0.04506  -0.12
C 0.53031 1.09445 -1.46937  0.43
O 0.37993 1.87976 -2.44332  -0.61
H -2.21034 0.03993 1.50360  0.46
C -0.79677 0.02530 0.06277  -0.04


Q) is the least stable structure shown above.